No. 1
This record from the Open Molecules 2025 dataset describes C25H39N4PPdSTe as an isolated structure. The level of theory is ωB97M-V/def2-TZVPD.

CARTESIAN COORDINATES (ANGSTROEM)
Pd: -0.8642 0.1029 -0.0295
C: -5.5036 2.8670 0.1716
C: -4.5039 3.9723 0.5058
N: -3.3891 4.0450 -0.4136
C: -2.3868 3.0686 -0.4061
S: -2.1025 2.1274 0.9645
N: -1.7181 3.0702 -1.5569
N: -0.9389 2.0021 -1.8023
C: -0.1249 2.1209 -2.8022
C: 0.0577 3.4152 -3.5486
C: 0.5151 0.9005 -3.2886
C: 1.0082 0.8180 -4.6022
C: 1.5356 -0.3750 -5.0588
C: 1.5569 -1.4726 -4.2104
C: 1.0545 -1.2992 -2.9249
N: 0.5746 -0.1553 -2.4659
H: -6.3238 2.8556 0.8942
H: -5.0046 1.8993 0.1982
H: -5.9256 3.0132 -0.8262
H: -4.0942 3.8004 1.5022
H: -5.0050 4.9484 0.5039
H: -3.6337 4.2734 -1.3684
H: -0.0865 4.2439 -2.8558
H: -0.6862 3.5328 -4.3464
H: 1.0531 3.4813 -3.9920
H: 0.9424 1.6716 -5.2627
H: 1.9092 -0.4553 -6.0758
H: 1.9415 -2.4330 -4.5293
H: 1.0309 -2.1340 -2.2340
C: 3.3692 -0.9804 2.7529
C: 2.6147 -0.6183 1.4694
C: 2.6337 -1.8120 0.5168
P: 0.8494 0.0884 1.5300
C: 0.0774 -0.5943 3.1088
C: 0.0336 -2.1202 3.0710
C: 0.5261 -0.0961 4.4814
C: 1.2565 1.8652 2.0270
C: 1.4804 2.6777 0.7515
C: 2.4062 2.1666 2.9910
H: 4.3913 -1.2981 2.5121
H: 2.8889 -1.8125 3.2677
H: 3.4372 -0.1498 3.4506
H: 3.1595 0.1971 0.9722
H: 2.0621 -2.6479 0.9246
H: 3.6595 -2.1572 0.3406
H: 2.1794 -1.5340 -0.4331
H: -0.9578 -0.2579 2.9521
H: 1.0181 -2.5685 3.2284
H: -0.3712 -2.4507 2.1168
H: -0.6357 -2.4992 3.8497
H: 1.5606 -0.3660 4.7063
H: -0.1040 -0.5460 5.2572
H: 0.4250 0.9855 4.5657
H: 0.3149 2.2127 2.4659
H: 2.3796 2.3367 0.2267
H: 1.6111 3.7394 0.9891
H: 0.6340 2.5589 0.0792
H: 3.3671 1.9088 2.5390
H: 2.3286 1.6459 3.9412
H: 2.4321 3.2420 3.2020
Te: -2.7418 -1.9383 0.2002
C: -1.6823 -3.5625 -0.6417
C: -0.2896 -3.6505 -0.5280
C: 0.4241 -4.7125 -1.0613
C: -0.2286 -5.7347 -1.7414
C: -1.6098 -5.6660 -1.8734
C: -2.3190 -4.6016 -1.3322
H: 0.2340 -2.8426 -0.0351
H: 1.5056 -4.7384 -0.9550
H: 0.3281 -6.5617 -2.1680
H: -2.1412 -6.4481 -2.4083
H: -3.3948 -4.5645 -1.4494

As for the spin multiplicity: 1. As for the charge: -2.

No. 2
This record from the Open Molecules 2025 dataset describes C50H56IO2PPdSe as an isolated structure at a distorted geometry. The level of theory is ωB97M-V/def2-TZVPD.

CARTESIAN COORDINATES (ANGSTROEM)
Pd: -0.1065 0.6225 -1.4147
C: 4.7367 0.7999 4.8208
C: 4.5853 -0.1966 3.6620
C: 4.5067 -1.6238 4.2243
C: 5.8287 -0.1145 2.7748
C: 3.3086 0.1098 2.8964
C: 3.2764 0.5913 1.6035
C: 2.0661 0.7475 0.9388
Se: 2.0708 1.4945 -0.7977
C: 0.6478 -1.2528 -1.4491
C: 1.8130 -1.9555 -1.3911
C: 1.7316 -3.3543 -1.3924
C: 0.4682 -3.9386 -1.3887
C: -0.7337 -3.2405 -1.4184
C: -0.6340 -1.8370 -1.5003
O: -1.5933 -0.9563 -1.6494
C: -2.0619 -3.9861 -1.3889
C: -2.2032 -4.8177 -2.6734
C: -2.0930 -4.9217 -0.1701
C: -3.2609 -3.0412 -1.2847
C: 2.9731 -4.2329 -1.4326
C: 4.2727 -3.4233 -1.4183
C: 2.9370 -5.0514 -2.7309
C: 2.9894 -5.1737 -0.2205
C: 0.8080 0.4070 1.5435
O: -0.2752 0.3945 0.8768
C: 0.8486 0.1098 2.9436
C: 2.0758 -0.0703 3.5373
C: -0.3940 -0.0230 3.8192
C: -0.4380 -1.4294 4.4338
C: -0.2961 1.0186 4.9484
C: -1.7262 0.2083 3.1018
H: 5.6570 0.6072 5.3700
H: 3.9045 0.7204 5.5158
H: 4.7698 1.8182 4.4396
H: 5.4252 -1.8682 4.7544
H: 4.3719 -2.3362 3.4138
H: 3.6788 -1.7388 4.9178
H: 6.7059 -0.4031 3.3507
H: 5.9865 0.8947 2.4048
H: 5.7384 -0.7921 1.9293
H: 4.1792 0.8461 1.0694
H: 2.7679 -1.4470 -1.3610
H: 0.4136 -5.0171 -1.3661
H: -1.4128 -5.5611 -2.7477
H: -2.1537 -4.1752 -3.5508
H: -3.1585 -5.3407 -2.6830
H: -1.3136 -5.6775 -0.2242
H: -3.0509 -5.4365 -0.1191
H: -1.9577 -4.3540 0.7486
H: -3.3350 -2.4121 -2.1671
H: -3.1691 -2.3997 -0.4126
H: -4.1811 -3.6166 -1.1932
H: 4.3400 -2.7696 -2.2846
H: 5.1223 -4.1023 -1.4489
H: 4.3555 -2.8268 -0.5127
H: 2.9395 -4.3843 -3.5900
H: 2.0424 -5.6649 -2.7825
H: 3.8060 -5.7025 -2.7947
H: 2.9980 -4.5973 0.7019
H: 3.8802 -5.7983 -0.2471
H: 2.1180 -5.8218 -0.2078
H: 2.0878 -0.3630 4.5743
H: 0.4329 -1.6227 5.0544
H: -0.4725 -2.1806 3.6482
H: -1.3258 -1.5297 5.0551
H: 0.5729 0.8448 5.5773
H: -1.1846 0.9681 5.5750
H: -0.2201 2.0228 4.5352
H: -1.8543 -0.4738 2.2672
H: -1.8084 1.2252 2.7260
H: -2.5389 0.0463 3.8097
I: -0.4554 0.7057 -4.2416
C: -1.6108 2.3789 -4.9802
C: -1.6562 2.3782 -6.3554
C: -2.3530 3.3567 -7.0659
C: -3.0211 4.3203 -6.3744
C: -3.0056 4.3424 -4.9669
C: -3.7418 5.3633 -4.3347
C: -3.7776 5.4636 -2.9758
C: -3.0543 4.5395 -2.2230
C: -2.3109 3.5195 -2.7840
P: -1.4938 2.5380 -1.4310
C: -2.9906 2.0772 -0.4837
C: -3.6843 0.9564 -0.9379
C: -4.7933 0.5005 -0.2503
C: -5.2257 1.1644 0.8843
C: -4.5551 2.2927 1.3245
C: -3.4400 2.7526 0.6466
C: -0.6620 3.8244 -0.4428
C: -0.3626 3.4823 0.8769
C: 0.4645 4.2824 1.6392
C: 1.0061 5.4328 1.0883
C: 0.7080 5.7811 -0.2174
C: -0.1160 4.9806 -0.9909
C: -2.2729 3.3675 -4.2036
H: -1.1420 1.5982 -6.8932
H: -2.3602 3.3352 -8.1430
H: -3.5786 5.0891 -6.8874
H: -4.2752 6.0585 -4.9646
H: -4.3430 6.2391 -2.4828
H: -3.0742 4.6304 -1.1465
H: -3.3403 0.4279 -1.8160
H: -5.3158 -0.3802 -0.5930
H: -6.0864 0.8003 1.4263
H: -4.9004 2.8156 2.2050
H: -2.9178 3.6315 1.0038
H: -0.7657 2.5664 1.2874
H: 0.7122 3.9904 2.6495
H: 1.6822 6.0421 1.6694
H: 1.1473 6.6682 -0.6493
H: -0.3284 5.2458 -2.0192

As for the spin multiplicity: 3.

No. 3
This record from the Open Molecules 2025 dataset describes a 7-piece molecular cluster, C22H66N6O7P2S5 overall at a distorted geometry. The level of theory is ωB97M-V/def2-TZVPD.

CARTESIAN COORDINATES (ANGSTROEM)
O: 4.9511 -8.2249 3.4035
P: 6.2635 -8.7947 3.7091
N: 6.3471 -10.4724 3.2816
C: 6.2042 -10.9152 1.9199
C: 5.6006 -11.3994 4.1470
N: 6.6308 -8.6714 5.4293
C: 5.8381 -7.8625 6.3055
C: 7.8746 -9.2666 6.0730
N: 7.4727 -8.1017 2.7978
C: 8.8931 -8.5824 2.8315
C: 7.1421 -7.1705 1.7191
H: 5.2200 -10.5982 1.5750
H: 6.3932 -11.9792 1.7778
H: 6.8802 -10.3947 1.2415
H: 5.8899 -12.4429 4.0222
H: 4.5244 -11.2948 4.0098
H: 5.8210 -11.2160 5.1986
H: 6.3847 -7.8487 7.2485
H: 5.4734 -6.8927 5.9670
H: 4.8765 -8.3721 6.3677
H: 8.4840 -8.4200 6.3892
H: 7.5137 -9.6633 7.0220
H: 8.5080 -9.8945 5.4464
H: 9.5890 -7.7614 3.0042
H: 9.0430 -9.2148 3.7065
H: 9.1862 -9.1774 1.9666
H: 7.7948 -7.4676 0.8983
H: 7.5734 -6.1772 1.8432
H: 6.0825 -7.1725 1.4635
O: 0.0968 0.5106 -2.5892
P: -0.7297 0.8697 -1.3410
N: -2.1565 -0.1056 -1.0656
C: -2.8803 -0.5046 -2.2925
C: -2.9546 -0.0415 0.1481
N: -1.3883 2.4888 -1.1306
C: -1.7208 3.2573 -2.3027
C: -1.9356 3.0325 0.1292
N: 0.1774 0.3844 0.0192
C: 1.3476 1.1766 0.4050
C: 0.2424 -1.0052 0.5765
H: -2.2873 -1.0243 -3.0450
H: -3.0568 0.4961 -2.6871
H: -3.8726 -0.8575 -2.0117
H: -2.3819 -0.0370 1.0755
H: -3.6588 -0.8579 0.3086
H: -3.5845 0.8335 -0.0119
H: -2.8029 3.3854 -2.3290
H: -1.1129 4.1617 -2.3272
H: -1.3799 2.7215 -3.1887
H: -3.0174 2.9088 0.1792
H: -1.4471 2.5467 0.9739
H: -1.5941 4.0628 0.2291
H: 1.7699 0.8630 1.3596
H: 2.0425 1.1956 -0.4345
H: 1.0008 2.2092 0.3657
H: 1.2250 -1.3013 0.9437
H: 0.0806 -1.6546 -0.2838
H: -0.5180 -1.2427 1.3204
C: -12.1099 -1.1322 2.2846
S: -11.4122 -1.2341 0.5784
O: -10.5668 -2.5176 0.3363
C: -13.1179 -1.5175 -0.1349
H: -12.8767 -0.3814 2.4758
H: -11.4975 -0.8078 3.1258
H: -12.4606 -2.0968 2.6515
H: -13.5631 -2.4449 0.2256
H: -12.9667 -1.6852 -1.2012
H: -13.8364 -0.7440 0.1363
C: -2.6681 -0.6600 -12.9414
S: -1.6095 0.5465 -11.8770
O: -2.7516 1.4827 -11.4997
C: -1.1697 -0.5257 -10.4034
H: -2.9068 -0.1930 -13.8969
H: -3.6975 -0.6794 -12.5835
H: -2.3157 -1.6807 -13.0905
H: -0.9315 0.2337 -9.6586
H: -0.4319 -1.3133 -10.5567
H: -2.0903 -0.9425 -9.9950
C: -7.3018 5.7601 4.4230
S: -8.5186 6.6930 3.3419
O: -7.8106 6.4850 1.9758
C: -9.8534 5.3997 3.4507
H: -6.2922 6.1702 4.4024
H: -7.2310 4.7090 4.1431
H: -7.5727 5.8566 5.4744
H: -10.5168 5.4572 4.3136
H: -9.5234 4.3797 3.2537
H: -10.3756 5.6509 2.5275
C: 9.5418 6.7264 2.4517
S: 8.3188 7.9064 1.7801
O: 9.1403 9.1106 1.2748
C: 8.0767 6.9635 0.2481
H: 9.9311 7.1209 3.3903
H: 10.4241 6.8144 1.8176
H: 9.1202 5.7213 2.4581
H: 7.4807 6.0929 0.5221
H: 8.9273 6.4464 -0.1959
H: 7.4473 7.5689 -0.4041
C: -1.0174 12.6585 -2.7545
S: -2.1904 13.9660 -3.5063
O: -1.1913 14.5929 -4.5294
C: -3.1494 12.6790 -4.3453
H: -0.3729 13.0782 -1.9821
H: -0.6034 12.0380 -3.5492
H: -1.6080 11.9710 -2.1490
H: -3.9397 13.2417 -4.8422
H: -3.6305 11.9944 -3.6467
H: -2.6874 12.0176 -5.0783

As for the spin multiplicity: 1.

No. 4
This record from the Open Molecules 2025 dataset describes C34H36F5IrN2O3PTe as an isolated structure. The level of theory is ωB97M-V/def2-TZVPD.

CARTESIAN COORDINATES (ANGSTROEM)
Ir: 0.5874 0.4153 -0.1384
C: -0.2275 -2.1530 -2.9862
C: -0.7603 -2.8069 -1.7460
C: -0.9104 -4.1905 -1.7303
C: -1.4405 -4.8543 -0.6383
C: -1.8454 -4.1301 0.4679
C: -1.7299 -2.7427 0.4980
C: -2.2785 -2.0082 1.6868
C: -1.1672 -2.0966 -0.6044
N: -1.0868 -0.6454 -0.6069
C: -2.1208 0.0620 -0.8975
C: -3.4664 -0.4904 -1.2241
C: -1.8845 1.5279 -0.9823
C: -2.9695 2.4245 -1.4727
N: -0.6971 1.9174 -0.6691
C: -0.2073 3.2054 -1.1076
C: -0.0014 3.3853 -2.4829
C: -0.3222 2.3673 -3.5472
C: 0.5539 4.5917 -2.9022
C: 0.8706 5.5902 -2.0041
C: 0.6423 5.3933 -0.6519
C: 0.1209 4.1997 -0.1781
C: -0.0973 4.0349 1.2976
H: -0.2819 -2.8509 -3.8197
H: 0.8107 -1.8545 -2.8544
H: -0.7898 -1.2573 -3.2515
H: -0.6176 -4.7477 -2.6112
H: -1.5624 -5.9296 -0.6614
H: -2.3010 -4.6326 1.3137
H: -1.8911 -2.4308 2.6152
H: -3.3666 -2.1016 1.7249
H: -2.0303 -0.9542 1.6785
H: -3.4637 -1.5760 -1.2353
H: -3.7944 -0.1269 -2.1991
H: -4.1965 -0.1427 -0.4893
H: -3.8816 2.2480 -0.8997
H: -3.1995 2.2127 -2.5183
H: -2.6812 3.4684 -1.3859
H: -0.4689 1.3616 -3.1630
H: 0.5003 2.3130 -4.2593
H: -1.2110 2.6743 -4.1036
H: 0.7425 4.7336 -3.9589
H: 1.3021 6.5185 -2.3529
H: 0.8809 6.1760 0.0566
H: 0.0932 4.9768 1.8085
H: 0.5914 3.2978 1.7071
H: -1.1196 3.7371 1.5329
O: 4.2115 0.5996 0.5599
C: 3.1722 0.9468 1.0794
O: 2.1745 1.5471 0.4729
C: 3.0091 0.7373 2.5842
P: 2.0713 -0.7144 3.2613
C: 1.8342 -2.0264 2.0485
C: 2.5120 -2.0169 0.7202
C: 2.4501 -3.2905 -0.0487
C: 1.7845 -4.3770 0.3999
C: 1.1030 -4.2765 1.6312
C: 1.1184 -3.1341 2.4333
C: 0.3395 -0.1425 3.3848
C: -0.4525 -0.5553 4.4496
C: -1.7633 -0.1079 4.5599
C: -2.2833 0.7712 3.6227
C: -1.4949 1.1991 2.5637
C: -0.1951 0.7293 2.4393
H: 2.5134 1.6057 3.0251
H: 4.0036 0.6590 3.0204
H: 3.5831 -1.7941 0.9101
H: 2.9177 -3.2437 -1.0271
H: 1.7079 -5.2834 -0.1827
H: 0.5455 -5.1372 1.9818
H: 0.5991 -3.1543 3.3843
H: -0.0369 -1.2037 5.2110
H: -2.3691 -0.4265 5.3978
H: -3.2963 1.1366 3.7271
H: -1.8871 1.9046 1.8438
H: 0.4834 1.2318 1.7292
F: 0.9377 0.3994 -2.0451
Te: 3.8025 0.2397 -2.1783
F: 4.8995 1.8162 -2.1097
F: 3.8083 0.5472 -4.0193
F: 3.1869 -1.5511 -2.7175
F: 5.4159 -0.6684 -2.0131
O: 1.9678 -1.0763 -0.1540

As for the spin multiplicity: 1. As for the charge: +1.

Energy above the lowest of the compared OMol25 structures with the same formula, charge and spin readings, ordered: 0.000 1.020 6.126 0.559 eV
Total energy readings, ordered: -2330.482506 -5257.679096 -4406.385418 -2865.259177 Ha